1.
{
  "formula": "C20H38N2O7",
  "method": "ωB97M-V/def2-TZVPD",
  "max_force_ha_per_bohr": 0.0135,
  "energy_ev": -38670.1290,
  "homo_lumo_gap_ha": 0.3488,
  "smiles": "CC(C)(C)OC(=O)N1CCOCCOCCN(C(=O)OC(C)(C)C)CCOCC1",
  "e_above_lowest_ev": 0.004,
  "symbols": ["C", "C", "C", "C", "O", "C", "O", "N", "C", "C", "O", "C", "C", "O", "C", "C", "N", "C", "O", "O", "C", "C", "C", "C", "C", "C", "O", "C", "C", "H", "H", "H", "H", "H", "H", "H", "H", "H", "H", "H", "H", "H", "H", "H", "H", "H", "H", "H", "H", "H", "H", "H", "H", "H", "H", "H", "H", "H", "H", "H", "H", "H", "H", "H", "H", "H", "H"],
  "coordinates": [[0.9708, -1.6269, 5.2922], [1.7386, -0.3493, 4.9531], [3.2456, -0.5617, 5.0973], [1.2736, 0.8052, 5.8427], [1.4159, 0.0931, 3.6154], [1.6993, -0.6829, 2.5537], [2.2120, -1.7807, 2.5938], [1.3097, -0.0807, 1.4012], [1.6360, -0.7262, 0.1498], [2.9040, -0.1573, -0.5158], [2.7080, 1.0614, -1.1943], [2.0664, 0.9536, -2.4502], [1.1228, 2.1361, -2.6547], [0.1958, 2.1147, -1.5925], [-0.8158, 3.0908, -1.6276], [-2.0026, 2.6532, -2.5059], [-2.3984, 1.2951, -2.2072], [-1.9054, 0.3050, -2.9985], [-1.3183, 0.5098, -4.0392], [-2.1971, -0.9059, -2.4910], [-1.8936, -2.1086, -3.2359], [-2.4182, -3.2346, -2.3431], [-0.3846, -2.2500, -3.4380], [-2.6258, -2.1039, -4.5775], [-3.0076, 0.9912, -0.9305], [-2.0126, 0.5185, 0.1416], [-1.6843, 1.5977, 0.9904], [-0.7021, 1.2989, 1.9575], [0.7421, 1.2529, 1.4050], [1.1600, -1.9055, 6.3250], [1.2903, -2.4364, 4.6420], [-0.0973, -1.4671, 5.1591], [3.5702, -1.3754, 4.4548], [3.4849, -0.8060, 6.1285], [3.7785, 0.3440, 4.8152], [1.4668, 0.5723, 6.8855], [1.8036, 1.7161, 5.5775], [0.2088, 0.9742, 5.7060], [0.7880, -0.6254, -0.5325], [1.8019, -1.7827, 0.3730], [3.3163, -0.9114, -1.2009], [3.6470, 0.0553, 0.2564], [1.4813, 0.0314, -2.5142], [2.8184, 0.9455, -3.2526], [1.6873, 3.0790, -2.6385], [0.6212, 2.0227, -3.6240], [-1.1504, 3.1881, -0.5912], [-0.4258, 4.0549, -1.9792], [-1.7271, 2.6738, -3.5623], [-2.8484, 3.3248, -2.3394], [-3.4884, -3.1225, -2.1914], [-1.9272, -3.2010, -1.3740], [-2.2243, -4.1970, -2.8068], [-0.1707, -3.1849, -3.9483], [-0.0114, -1.4260, -4.0402], [0.1238, -2.2527, -2.4754], [-3.6926, -1.9588, -4.4199], [-2.2513, -1.3006, -5.2057], [-2.4695, -3.0523, -5.0838], [-3.7558, 0.2123, -1.0932], [-3.5017, 1.8931, -0.5660], [-2.4577, -0.2917, 0.7391], [-1.1170, 0.1283, -0.3513], [-0.7899, 2.0993, 2.6946], [-0.9371, 0.3457, 2.4501], [0.7459, 1.6235, 0.3798], [1.3754, 1.9042, 2.0121]]
}

2.
{
  "formula": "C21H38F3O16",
  "method": "ωB97M-V/def2-TZVPD",
  "max_force_ha_per_bohr": 0.2750,
  "total_charge": -1,
  "energy_ev": -63293.0344,
  "homo_lumo_gap_ha": 0.2681,
  "e_above_lowest_ev": 1.441,
  "symbols": ["O", "H", "C", "C", "O", "C", "O", "O", "F", "H", "H", "H", "C", "C", "O", "C", "O", "O", "F", "H", "H", "H", "C", "C", "O", "C", "O", "O", "F", "H", "H", "H", "C", "O", "C", "C", "O", "C", "C", "O", "C", "H", "H", "H", "H", "H", "H", "H", "H", "H", "H", "H", "H", "H", "H", "C", "O", "C", "C", "O", "C", "C", "O", "C", "H", "H", "H", "H", "H", "H", "H", "H", "H", "H", "H", "H", "H", "H"],
  "coordinates": [[-2.0581, -0.0612, -1.7222], [-2.2330, 0.0949, -0.9353], [-4.8449, -1.6127, -3.1032], [-4.1177, -2.6286, -2.2574], [-3.5165, -3.5294, -3.1538], [-3.8190, -3.0984, -4.4313], [-3.2274, -3.5805, -5.3539], [-4.6666, -2.0668, -4.4503], [-4.9072, -3.4310, -1.4930], [-4.4553, -0.5583, -2.8819], [-6.0048, -1.5505, -2.7818], [-3.4249, -2.1191, -1.4946], [0.1056, -0.0689, -4.5863], [-1.2338, -0.8214, -4.9503], [-0.7676, -2.0175, -5.5722], [0.5787, -1.9709, -5.6693], [1.2380, -2.8205, -6.1433], [1.0932, -0.8824, -5.1603], [-1.9899, -0.0960, -5.7729], [0.1108, 0.1187, -3.4723], [0.0950, 0.9754, -5.1626], [-1.7074, -0.9408, -4.1529], [-3.0228, 3.2541, -2.1521], [-2.2094, 2.7919, -3.3644], [-1.0826, 3.5739, -3.1772], [-1.2209, 4.5059, -2.4210], [-0.3609, 5.3992, -2.0959], [-2.4056, 4.4347, -1.8111], [-2.6685, 2.9538, -4.6194], [-2.8680, 2.4274, -1.3273], [-4.1046, 3.3824, -2.1806], [-1.9801, 1.8258, -3.4520], [1.1547, 0.2164, -0.5427], [2.1258, 1.0861, 0.1161], [3.4868, 0.5330, 0.3361], [4.3132, 1.5641, 1.0108], [3.8792, 1.6407, 2.1320], [4.4223, 2.6200, 2.9644], [4.7684, 1.8701, 4.3060], [3.5881, 1.2011, 4.6581], [3.5171, 0.7965, 5.9622], [1.2292, -0.0221, -1.4163], [0.3395, 0.8026, -0.3438], [1.0821, -0.7474, 0.0777], [3.9791, 0.2244, -0.6957], [3.4128, -0.4625, 0.7713], [4.2746, 2.5445, 0.8060], [5.4026, 1.4351, 0.8704], [3.5486, 3.3153, 3.2646], [5.3164, 3.1790, 2.4390], [5.1806, 2.6127, 5.0855], [5.7496, 1.3291, 4.2247], [4.3248, -0.0470, 6.2158], [2.5070, 0.5773, 6.0340], [3.6209, 1.6199, 6.6525], [3.0653, -2.0849, 3.2663], [1.9024, -2.1721, 2.3802], [1.1241, -3.2869, 2.4139], [-0.2412, -2.9223, 1.6286], [-0.9063, -1.9944, 2.1826], [-1.9698, -1.4327, 1.5074], [-2.6621, -0.3613, 2.3809], [-1.8234, 0.7701, 2.2944], [-2.2456, 1.8655, 3.1361], [2.6307, -2.0064, 4.3284], [3.5751, -1.1061, 3.0832], [3.8792, -2.9641, 3.1359], [0.9382, -3.7857, 3.3028], [1.4375, -4.2782, 1.7212], [-0.9050, -3.6459, 1.6464], [0.1311, -2.6140, 0.6250], [-2.6786, -2.1543, 1.2652], [-1.5048, -0.9073, 0.6748], [-2.9000, -0.6160, 3.3383], [-3.5780, -0.1196, 1.9039], [-1.4539, 2.6791, 3.3515], [-2.1492, 1.1505, 4.0051], [-3.2130, 2.2149, 2.8010]]
}

3.
{
  "formula": "C6H37NO12",
  "method": "ωB97M-V/def2-TZVPD",
  "max_force_ha_per_bohr": 0.0686,
  "energy_ev": -32881.0219,
  "homo_lumo_gap_ha": 0.2948,
  "smiles": "CC(C)NCCCO.O.O.O.O.O.O.O.O.O.O.O",
  "e_above_lowest_ev": 3.821,
  "symbols": ["C", "C", "C", "N", "C", "C", "C", "O", "H", "H", "H", "H", "H", "H", "H", "H", "H", "H", "H", "H", "H", "H", "H", "O", "H", "H", "O", "H", "H", "O", "H", "H", "O", "H", "H", "O", "H", "H", "O", "H", "H", "O", "H", "H", "O", "H", "H", "O", "H", "H", "O", "H", "H", "O", "H", "H"],
  "coordinates": [[1.0606, 0.0986, 0.8332], [1.8582, 0.3868, -0.5311], [1.5657, -0.6539, -1.6681], [1.6171, 1.7247, -0.9648], [2.5465, 2.7549, -0.4739], [2.5737, 3.1220, 1.0463], [1.2612, 3.7303, 1.3452], [1.2327, 4.9321, 0.5478], [1.5027, 0.8339, 1.5250], [0.0264, 0.3189, 0.5693], [1.1500, -0.9640, 1.1682], [2.8430, 0.1873, -0.0991], [2.5286, -0.9456, -2.2243], [0.7983, -0.4641, -2.4259], [1.0989, -1.6088, -1.2840], [0.6320, 1.8537, -1.1616], [2.1758, 3.7498, -0.8260], [3.5430, 2.6279, -0.9473], [2.8525, 2.2657, 1.6563], [3.3692, 3.8341, 1.1229], [1.1974, 4.2166, 2.3280], [0.3490, 3.1727, 1.3216], [0.3839, 5.1001, 0.1335], [-1.4747, -4.1178, 1.3093], [-1.4208, -3.6561, 0.4551], [-2.4069, -3.9193, 1.4542], [-1.5359, 2.0324, -2.4532], [-1.3638, 1.0765, -2.4159], [-1.4275, 2.3696, -3.3434], [4.3386, 0.4729, -2.8812], [3.8795, -0.1915, -3.4077], [3.5318, 0.9524, -2.6231], [-3.5861, -0.4987, -1.2072], [-3.9096, -0.8382, -0.3267], [-3.5088, 0.4699, -1.1180], [-1.3167, -0.9556, -2.3329], [-1.5459, -1.3589, -3.1905], [-2.1361, -0.6865, -1.8203], [1.2821, -4.3925, 1.5713], [1.7530, -3.8432, 0.9344], [0.4552, -4.5287, 1.0885], [-1.8518, -2.0846, 3.0011], [-1.0709, -1.7374, 3.4457], [-1.7128, -3.0234, 3.1979], [-1.9721, -3.6143, -1.9141], [-1.2934, -3.5009, -2.5854], [-2.3432, -2.6761, -1.8091], [-4.0366, -1.0131, 1.4462], [-4.0761, -0.1014, 1.7438], [-3.2344, -1.3867, 1.8539], [0.3203, -3.1854, 3.7992], [0.3343, -3.4603, 2.8884], [0.9161, -3.5572, 4.4453], [-1.3201, 3.9154, -0.0597], [-2.1513, 4.1706, -0.5096], [-1.2111, 3.1834, -0.7109]]
}